The following is a quantum chemistry calculation of a 7-piece molecular cluster, C27H36N4O9 overall at a distorted geometry, from OMol25.

Each line ends with the Löwdin charge.
CARTESIAN COORDINATES (ANGSTROEM)
O1 -0.0280 3.1639 5.2217  0.06
O2 -1.4668 4.8455 5.0233  0.15
O3 4.0168 -0.6463 -5.0037  0.06
O4 -0.1749 4.2125 3.2879  0.08
O5 -1.1959 2.9191 -6.0763  0.06
O6 -0.3549 3.7978 -4.1824  0.16
O7 2.1439 -1.1441 -6.2010  0.15
O8 -0.2385 1.5973 -4.5702  0.04
O9 2.1437 -1.1897 -3.9741  0.04
N1 -4.6806 -3.3547 4.8504  0.15
N2 -2.3474 -4.2386 0.0405  0.15
N3 2.9135 0.6791 1.0699  0.06
N4 -0.6062 0.7288 -0.0534  0.06
C1 -2.3316 -2.3229 5.2367  -0.20
C2 0.8933 3.3068 3.0750  -0.11
C3 2.7335 -1.0509 -5.1638  -0.58
C4 -0.5727 2.8619 -4.8847  -0.59
C5 3.0657 -0.7140 -2.9759  -0.12
C6 3.7714 2.6627 0.0685  -0.07
C7 -0.0872 -0.2265 0.7192  -0.20
C8 4.1667 0.3362 1.3969  -0.14
C9 -1.7114 1.5792 -6.3160  -0.10
C10 -3.2382 -1.7924 -0.0315  -0.20
C11 5.0674 2.2579 0.3204  -0.08
C12 4.3811 -0.9718 -3.6515  -0.10
C13 5.2845 1.0782 0.9984  -0.07
C14 0.1227 -1.7072 -1.0613  -0.10
C15 -0.6267 4.1407 4.5339  -0.60
C16 -1.2422 -3.7066 3.4359  -0.11
C17 0.9254 2.4712 4.3792  -0.08
C18 -1.3656 -2.3162 4.0429  -0.26
C19 -0.6801 0.7376 -5.6329  -0.12
C20 -4.5411 -1.4747 0.6697  -0.25
C21 2.7192 1.8943 0.5249  -0.16
C22 -0.3887 -0.7341 -1.9058  -0.07
C23 -0.7407 0.5000 -1.3796  -0.12
C24 -5.1259 -0.0964 0.3733  -0.10
C25 0.3213 -1.4873 0.2733  -0.08
C26 -3.6482 -2.8907 5.0155  -0.24
C27 -2.7880 -3.1780 0.0052  -0.23
H1 -4.6632 0.3129 -0.5341  0.07
H2 4.6403 -2.0339 -3.6180  0.14
H3 0.1461 -0.0467 1.7636  0.09
H4 -0.5601 -3.7536 2.5893  0.06
H5 1.8966 2.5093 4.8624  0.12
H6 -2.7431 1.5313 -5.9703  0.14
H7 0.6117 2.6966 2.2230  0.10
H8 -0.3653 -2.0824 4.4175  0.10
H9 0.6480 -2.5230 -1.5510  0.11
H10 4.1955 -0.6591 1.8221  0.10
H11 1.7032 2.2214 0.3456  0.09
H12 -2.5066 -1.1891 0.5143  0.10
H13 -3.1822 -1.4313 -1.0606  0.12
H14 1.8922 3.7407 3.0609  0.13
H15 2.7662 0.3338 -2.8587  0.14
H16 -1.0499 1.3485 -1.9725  0.10
H17 -4.9639 0.6378 1.1610  0.07
H18 2.9555 -1.1817 -1.9970  0.13
H19 5.1884 -0.3170 -3.3377  0.14
H20 5.9079 2.7677 -0.1353  0.11
H21 0.5587 1.4515 4.2828  0.12
H22 -2.2088 -4.0955 3.1089  0.06
H23 6.2388 0.6421 1.2616  0.10
H24 -2.5688 -1.2815 5.4950  0.12
H25 3.4956 3.5576 -0.4755  0.11
H26 -0.4365 -0.8699 -2.9780  0.09
H27 0.8128 -2.1454 0.9739  0.11
H28 -4.3441 -1.5720 1.7417  0.10
H29 0.1885 0.4374 -6.2198  0.12
H30 -0.9147 -4.3836 4.2288  0.08
H31 -5.3613 -2.1789 0.5076  0.11
H32 -6.1805 -0.0874 0.1005  0.07
H33 -1.1517 -0.1978 -5.3210  0.13
H34 -1.7958 -2.6948 6.1100  0.12
H35 -1.6430 -1.5065 3.3653  0.09
H36 -1.6954 1.5151 -7.4049  0.14

Properties
E_LUMO in hartree: 0.003
Strongest force on any atom in eV Å⁻¹: 2.3
E_HOMO in eV: -9.94


The following is a quantum chemistry calculation of C27H36N5O2SZn as an isolated structure, from OMol25.

Each line ends with the Löwdin charge.
CARTESIAN COORDINATES (ANGSTROEM)
Zn1 0.1462 -0.0145 -0.1763  0.48
S1 -1.1518 1.8393 -1.1034  0.68
O1 -3.0845 -5.3289 4.1059  0.10
O2 -3.3331 -5.8397 2.0363  0.09
N1 1.0038 3.1730 -1.9343  0.03
N2 -1.0837 -1.7300 -0.2553  0.05
N3 -0.3513 -0.2090 1.8517  0.05
N4 0.1739 1.6907 -3.4341  0.03
N5 -2.9434 -5.1063 2.9228  -0.33
C1 -3.5698 1.7597 -4.5143  -0.10
C2 -1.1963 -1.8371 3.3988  -0.11
C3 4.6631 -1.0949 -2.7207  -0.05
C4 1.9437 -0.0243 -0.8173  -0.10
C5 -0.7520 -1.0413 4.4691  0.04
C6 3.0731 0.0390 -1.2534  -0.17
C7 -2.0215 -3.4376 1.1831  -0.04
C8 4.6561 1.4113 -2.5302  -0.06
C9 -2.3661 -4.1677 0.0250  0.04
C10 -1.8599 -3.0792 3.5957  0.08
C11 0.0940 2.2487 -2.2230  -0.77
C12 1.1472 3.9190 -0.6877  -0.20
C13 0.0430 0.5339 2.8688  -0.07
C14 5.4241 0.0101 -0.5909  -0.05
C15 -1.2632 1.0360 -5.3251  -0.19
C16 1.4342 5.3989 -0.9407  -0.19
C17 -1.3688 -2.2010 0.9768  -0.12
C18 0.2022 6.2456 -1.2769  -0.25
C19 -0.6633 0.6333 -3.9810  -0.21
C20 -2.2606 -3.8414 2.5528  -0.04
C21 -0.1303 0.1518 4.2012  -0.01
C22 -0.9624 -1.3862 2.0944  -0.13
C23 -2.2800 2.1728 -5.2202  -0.25
C24 4.4480 0.0933 -1.7727  -0.64
C25 -2.0642 -3.6636 -1.2160  0.00
C26 -0.5086 5.8625 -2.5753  -0.10
C27 -1.4176 -2.4356 -1.3154  -0.07
H1 -0.9040 -1.3866 5.4837  0.13
H2 -1.7475 0.1557 -5.7551  0.12
H3 1.9658 3.4701 -0.1181  0.12
H4 4.5109 -2.0352 -2.1908  0.09
H5 5.6777 -1.0812 -3.1231  0.09
H6 3.9745 1.4745 -3.3811  0.07
H7 2.1768 5.4940 -1.7411  0.11
H8 0.5212 7.2874 -1.3454  0.11
H9 3.9576 -1.0523 -3.5515  0.08
H10 1.8934 5.8014 -0.0362  0.11
H11 5.2764 -0.9202 -0.0424  0.09
H12 1.7309 3.3449 -2.6139  0.15
H13 -3.3985 1.5350 -3.4597  0.05
H14 -2.3179 -4.2144 -2.1099  0.12
H15 -4.3039 2.5634 -4.5625  0.08
H16 -0.4546 1.3246 -6.0040  0.11
H17 -0.9837 4.8842 -2.4998  0.05
H18 5.2626 0.8420 0.0953  0.08
H19 -2.0497 -3.4227 4.6022  0.14
H20 0.2278 0.7906 4.9951  0.12
H21 -2.5174 2.5134 -6.2294  0.11
H22 -1.4518 0.4359 -3.2612  0.06
H23 0.9322 1.9845 -4.0326  0.15
H24 -4.0040 0.8783 -4.9910  0.08
H25 -1.1606 -2.0169 -2.2797  0.12
H26 0.1916 5.8484 -3.4142  0.08
H27 0.5178 1.4755 2.6219  0.13
H28 -0.0493 -0.2653 -4.0992  0.12
H29 -1.8318 3.0215 -4.6950  0.10
H30 -0.5074 6.1848 -0.4476  0.11
H31 0.2286 3.8065 -0.1195  0.08
H32 6.4556 0.0455 -0.9461  0.09
H33 5.6794 1.4721 -2.9046  0.09
H34 -1.2894 6.5874 -2.8053  0.08
H35 -2.8603 -5.1171 0.1157  0.11
H36 4.4769 2.2638 -1.8729  0.08

Properties
E_LUMO in hartree: -0.145
Strongest force on any atom in eV Å⁻¹: 0.6
E_HOMO in eV: -11.53
Net charge: +1


The following is a quantum chemistry calculation of C27H36N5O3RuS6 as an isolated structure at a distorted geometry, from OMol25.

Each line ends with the Löwdin spin population.
CARTESIAN COORDINATES (ANGSTROEM)
Ru1 -1.5294 -1.0848 1.5127  0.29
S1 0.4930 0.0498 -0.7927  0.00
S2 -1.7581 -4.5373 0.5640  0.23
S3 -2.0025 2.1298 -1.0098  0.00
S4 -0.8736 -2.8382 0.0307  0.42
S5 -3.2008 -3.9418 2.0392  0.03
S6 -2.1138 -2.6537 3.1165  0.00
O1 -4.4258 3.7813 5.3277  0.00
O2 -2.0230 1.2202 0.1822  0.00
O3 -2.3318 3.8234 6.2114  0.00
N1 -2.0478 0.3578 2.7365  0.00
N2 2.1486 -1.1837 -2.4989  0.00
N3 -3.5255 -0.9011 1.0038  0.01
N4 3.1006 -0.2664 -0.6235  0.00
N5 0.2791 -0.7010 2.4386  0.00
C1 0.5314 0.6389 -4.6295  0.00
C2 -1.4949 1.8585 4.4652  0.00
C3 -4.1978 -1.5044 0.0267  0.00
C4 0.2116 0.2915 3.3581  0.00
C5 1.9878 -0.5157 -1.3468  0.00
C6 -3.7470 1.7020 3.6546  0.00
C7 -3.2442 3.4326 5.4692  0.00
C8 -3.3317 0.7251 2.7677  0.00
C9 -5.5186 -1.2122 -0.2679  0.00
C10 6.7356 -2.0512 -2.5646  0.00
C11 -5.4896 0.3519 1.5318  0.00
C12 -2.8150 2.2842 4.5028  0.00
C13 -6.1770 -0.2701 0.5032  0.00
C14 -4.1619 0.0301 1.7561  0.00
C15 -3.3690 1.5875 -2.0405  0.00
C16 -1.1314 0.8832 3.5535  0.00
C17 1.3310 0.6990 4.0656  0.00
C18 1.5233 1.6413 -4.0421  0.00
C19 4.4787 -0.4265 -1.0556  0.00
C20 1.4413 -1.3309 2.2612  0.00
C21 -2.7718 3.6422 -0.4264  0.00
C22 2.5877 -0.9977 2.9591  0.00
C23 1.0744 -1.5756 -3.4016  0.00
C24 1.0476 -0.7997 -4.7149  0.00
C25 5.0938 -1.7593 -0.6324  0.00
C26 6.5557 -1.8948 -1.0560  0.00
C27 2.5344 0.0474 3.8690  0.00
H1 -2.9610 4.3018 -1.2731  0.00
H2 1.1570 2.6608 -4.1706  0.00
H3 4.5229 -0.3063 -2.1398  0.00
H4 -3.5102 2.3011 -2.8523  0.00
H5 5.0175 -1.8385 0.4550  0.00
H6 1.1952 -2.6400 -3.6145  0.00
H7 -3.6970 3.3857 0.0892  0.00
H8 -3.6498 -2.2469 -0.5382  0.00
H9 0.2735 0.9595 -5.6420  0.00
H10 2.4914 1.5691 -4.5444  0.00
H11 -0.3898 0.6536 -4.0388  0.00
H12 -3.1038 0.6120 -2.4451  0.00
H13 2.9193 0.1793 0.2608  0.00
H14 5.0583 0.3945 -0.6299  0.00
H15 6.9844 -2.7645 -0.5550  0.00
H16 -2.0783 4.1154 0.2655  0.00
H17 1.6689 1.4830 -2.9739  0.00
H18 0.1408 -1.4449 -2.8570  0.00
H19 1.2459 1.5181 4.7655  0.00
H20 -4.2655 1.5086 -1.4245  0.00
H21 7.1136 -1.0204 -0.7079  0.00
H22 1.4368 -2.1238 1.5255  0.01
H23 -7.2103 -0.0180 0.3050  0.00
H24 -6.0139 -1.7196 -1.0834  0.00
H25 6.3975 -1.1682 -3.1095  0.00
H26 3.4159 0.3421 4.4225  0.00
H27 7.7852 -2.2040 -2.8152  0.00
H28 3.0785 -1.4676 -2.7604  0.00
H29 3.4977 -1.5591 2.7987  0.00
H30 4.5097 -2.5831 -1.0554  0.00
H31 -4.7678 2.0555 3.7151  0.00
H32 6.1774 -2.9149 -2.9328  0.00
H33 -0.7980 2.3124 5.1574  0.00
H34 2.0500 -0.7969 -5.1585  0.00
H35 -5.9683 1.0962 2.1520  0.00
H36 0.4026 -1.3640 -5.3937  0.00

Properties
E_LUMO (alpha / beta) in hartree: -0.026 / -0.063
Strongest force on any atom in eV Å⁻¹: 1.4
E_HOMO (alpha / beta) in eV: -7.58 / -7.45
2S+1: 2